The following is a DFT calculation (the ωB97M-V functional and the def2-TZVPD basis) of a molecular structure, C10H24AlBCuNO5 in a non-equilibrium geometry.

CARTESIAN COORDINATES (ANGSTROEM)
Cu: 4.38 1.54 2.15
Al: -0.45 -0.16 -1.04
O: -3.12 -1.62 -1.92
O: 1.42 0.70 -4.00
O: 0.44 -0.43 0.50
O: 2.85 -0.55 -2.82
O: -0.60 1.58 -1.34
N: -3.04 -1.21 0.46
C: 0.51 -1.02 -2.63
C: 1.26 -1.54 0.69
C: -4.17 -2.14 0.54
C: -3.31 0.08 1.09
C: -0.91 3.25 0.41
C: 0.04 2.54 -0.56
C: 1.55 -0.21 -3.23
C: 2.52 0.30 2.66
C: 2.94 0.21 1.17
C: 2.73 -1.16 0.52
B: -2.41 -1.07 -0.85
H: 0.48 3.30 -1.22
H: 2.95 -1.07 -0.55
H: 3.41 -1.92 0.91
H: -4.16 -0.01 1.77
H: -5.14 -1.63 0.59
H: -0.95 2.76 1.38
H: 3.23 0.25 -2.42
H: 0.86 -2.03 -2.39
H: -2.93 -1.10 -2.71
H: 3.35 0.51 3.37
H: 2.04 -0.61 3.01
H: 0.88 2.13 0.02
H: 2.39 0.95 0.61
H: -0.28 -1.12 -3.39
H: -1.91 3.26 -0.02
H: -2.44 0.42 1.66
H: 1.03 -2.40 0.04
H: -4.17 -2.81 -0.32
H: -4.09 -2.76 1.44
H: 1.82 1.13 2.77
H: 4.06 0.41 0.99
H: -0.60 4.29 0.57
H: -3.54 0.88 0.38
H: 1.11 -1.90 1.72

Output
- gap between HOMO and LUMO (eV) = 3.18
- 2S+1 = 1
- HOMO level (eV) = -6.70

***

The following is a DFT calculation (the ωB97M-V functional and the def2-TZVPD basis) of a molecular structure, C23H22I2N9O2RuS.

CARTESIAN COORDINATES (ANGSTROEM)
I: 2.73 4.43 1.24
I: 0.67 4.67 -4.35
Ru: -0.20 -1.36 -0.12
S: 1.34 -3.39 0.37
O: -0.73 0.70 -0.20
O: 2.58 1.31 0.53
N: -1.69 0.15 3.72
N: -3.62 -0.66 2.63
N: 0.93 -0.76 -2.19
N: 2.38 -1.31 1.81
N: -0.99 -2.75 -1.88
N: 3.37 -3.32 2.06
N: 1.39 -0.59 1.30
N: -2.09 -1.96 1.20
N: -3.78 0.99 4.21
C: -0.25 -2.75 -2.99
C: 2.20 -0.04 -1.99
C: -2.15 -3.41 -1.86
C: -1.88 3.20 2.15
C: -1.85 -4.12 -4.11
C: 2.04 3.42 -0.44
C: 0.31 2.49 2.79
C: 1.53 2.19 -2.85
C: 2.40 -2.59 1.47
C: -3.01 0.15 3.48
C: -2.61 -4.12 -2.96
C: 0.39 1.63 1.70
C: 1.06 -2.01 -2.93
C: 2.15 2.03 -0.53
C: -0.72 1.52 0.82
C: -1.84 2.34 1.07
C: 1.33 3.55 -2.72
C: 1.60 4.18 -1.52
C: -0.65 -3.43 -4.13
C: -2.82 -1.35 1.87
C: -0.81 3.28 3.04
C: 1.94 1.42 -1.77
C: 1.64 0.82 1.55
H: 4.05 -2.84 2.62
H: -3.56 -4.65 -2.90
H: -2.70 -3.37 -0.93
H: 1.16 2.56 3.46
H: 1.51 5.25 -1.43
H: -2.67 2.26 0.38
H: 3.52 -4.27 1.78
H: -2.76 3.82 2.30
H: -2.18 -4.66 -4.99
H: 2.23 0.90 2.46
H: -1.11 -0.41 3.10
H: -0.83 3.96 3.87
H: 2.83 -0.14 -2.89
H: -4.73 1.11 3.90
H: 2.73 -0.48 -1.15
H: -3.35 1.74 4.70
H: -1.26 1.02 4.00
H: 1.45 -1.86 -3.95
H: 1.39 1.71 -3.81
H: 1.79 -2.63 -2.39
H: -0.03 -3.40 -5.02
H: 0.25 -0.15 -2.62

Output
- gap between HOMO and LUMO (alpha / beta) (eV) = 6.92 / 7.21
- 2S+1 = 6
- expectation value of S² = 8.767
- HOMO level (alpha / beta) (eV) = -6.52 / -7.28

***

The following is a DFT calculation (the ωB97M-V functional and the def2-TZVPD basis) of 4 unconnected molecules or ions with the total composition C4H14NO3 in a non-equilibrium geometry.

CARTESIAN COORDINATES (ANGSTROEM)
O: -0.57 1.50 -3.19
O: 3.04 -0.10 2.18
O: -3.17 -1.26 -0.97
N: 1.36 0.02 -0.15
C: -0.07 0.01 0.24
C: -0.29 -0.28 1.51
C: -1.66 -0.39 2.04
C: 1.72 0.46 -1.27
H: -1.39 1.32 -3.67
H: -2.44 -0.22 1.29
H: 1.18 0.91 -2.12
H: 2.74 0.49 -1.61
H: 3.26 -0.59 2.99
H: -3.21 -1.69 -1.83
H: -3.35 -1.86 -0.25
H: -0.84 2.27 -2.67
H: -0.75 0.27 -0.55
H: -1.89 0.42 2.75
H: 0.61 -0.27 2.13
H: -1.80 -1.45 2.53
H: 2.07 -0.47 0.42
H: 3.59 0.66 2.41

Output
- gap between HOMO and LUMO (eV) = 9.64
- net charge = +1
- 2S+1 = 1
- HOMO level (eV) = -13.75

***

The following is a DFT calculation (the ωB97M-V functional and the def2-TZVPD basis) of a gas-phase ion, C6H10N3O2 (charge +1) in a non-equilibrium geometry.

CARTESIAN COORDINATES (ANGSTROEM)
O: -2.47 -3.28 0.93
O: 1.90 0.15 0.71
N: -0.33 1.03 2.68
N: -1.11 -1.45 0.43
N: -0.35 -0.42 0.78
C: -1.80 -2.35 0.79
C: -0.93 1.51 -1.02
C: 1.00 -1.14 -1.20
C: 0.94 -0.06 -0.23
C: -0.27 0.12 1.91
C: 0.49 1.28 -0.75
H: -1.35 2.02 -0.28
H: 1.06 1.49 -1.69
H: 0.73 2.10 -0.06
H: 2.40 -0.70 0.93
H: 1.57 -0.99 -2.06
H: -0.02 -1.40 -1.65
H: -1.19 2.08 -1.97
H: -0.31 1.43 3.58
H: -1.36 0.59 -1.19
H: 1.38 -2.03 -0.66

Output
- gap between HOMO and LUMO (eV) = 9.55
- net charge = +1
- 2S+1 = 1
- HOMO level (eV) = -14.14

***

The following is a DFT calculation (the ωB97M-V functional and the def2-TZVPD basis) of 3 unconnected molecules or ions with the total composition C28H54BCl2IN3O9S in a non-equilibrium geometry.

CARTESIAN COORDINATES (ANGSTROEM)
I: 2.76 -0.64 -1.56
Cl: -1.31 0.45 2.90
Cl: 0.12 -0.24 0.37
S: -0.57 -2.98 4.29
O: -0.59 -5.11 -1.80
O: -3.18 2.13 -1.53
O: 3.59 -4.95 1.73
O: 3.13 -2.41 0.74
O: -5.86 4.74 -2.23
O: 2.79 -1.40 2.78
O: 6.24 -2.62 1.48
O: 1.79 -7.39 -0.23
O: 2.93 4.56 -0.05
N: -3.41 -0.35 -0.03
N: 1.03 -3.12 2.05
N: -3.68 5.38 -4.02
C: 3.33 -1.08 0.59
C: -4.68 6.39 -3.65
C: -5.00 -0.49 -1.86
C: 4.24 3.97 0.02
C: -0.97 -3.77 -1.58
C: 3.31 0.91 2.22
C: 0.56 -6.74 -0.48
C: 2.84 -6.58 0.28
C: 4.83 -0.78 0.52
C: -5.72 5.17 -0.89
C: 7.08 -1.46 1.53
C: 0.41 0.21 2.93
C: -3.21 2.01 -2.94
C: -4.06 7.35 -2.65
C: 5.62 -1.37 1.69
C: -4.38 1.79 -0.87
C: -6.00 5.76 -3.19
C: 3.15 2.02 1.17
C: -1.89 -3.60 -0.38
C: 4.30 3.02 1.21
C: 0.69 -5.51 -1.36
C: 0.98 0.39 4.30
C: 1.07 -0.10 1.81
C: 2.60 -0.38 1.82
C: 3.35 -3.96 2.74
C: 2.63 -5.96 1.65
C: 0.34 -3.05 2.99
C: -4.58 0.29 -0.62
B: 2.56 -2.69 2.10
H: -3.19 0.08 0.86
H: 4.30 -3.66 3.19
H: 2.76 -4.42 3.54
H: 1.62 -5.57 1.80
H: -6.31 6.06 -0.68
H: 1.23 -4.70 -0.86
H: -4.32 2.29 0.11
H: 2.24 2.56 1.41
H: 5.25 -1.17 2.69
H: -5.77 0.04 -2.43
H: 7.70 -1.43 2.42
H: -4.67 5.35 -0.64
H: 4.96 4.78 0.13
H: -4.82 8.02 -2.22
H: 2.83 -6.72 2.42
H: -6.07 4.36 -0.25
H: 2.89 1.29 3.15
H: -2.60 -0.13 -0.62
H: -2.94 1.00 -3.26
H: 4.43 3.41 -0.90
H: -5.39 -1.46 -1.58
H: -3.58 4.74 -3.23
H: -6.47 5.28 -4.05
H: -3.58 6.83 -1.83
H: 1.45 1.37 4.43
H: 5.01 0.30 0.52
H: -5.40 0.21 0.11
H: -4.04 4.80 -4.77
H: 7.49 -1.21 0.56
H: -0.04 -7.47 -1.02
H: 3.01 1.62 0.17
H: -5.24 2.23 -1.39
H: 3.13 -5.80 -0.43
H: 0.19 0.34 5.04
H: -1.84 -2.57 -0.02
H: 2.70 4.69 -0.97
H: -1.58 -4.25 0.44
H: -3.30 7.96 -3.13
H: 4.35 0.72 2.46
H: -4.15 -0.67 -2.53
H: -2.48 2.70 -3.35
H: -1.50 -3.44 -2.47
H: -2.93 -3.80 -0.64
H: -0.10 -3.12 -1.48
H: 5.26 2.51 1.16
H: 0.02 -6.51 0.44
H: 3.70 -7.25 0.36
H: 5.25 -1.25 -0.36
H: -4.20 2.27 -3.34
H: 4.21 3.63 2.11
H: -6.70 6.53 -2.83
H: 1.28 -5.79 -2.24
H: -4.91 6.96 -4.56
H: 1.71 -0.38 4.55

Output
- gap between HOMO and LUMO (eV) = 7.46
- net charge = -1
- 2S+1 = 1
- HOMO level (eV) = -5.38

***

The following is a DFT calculation (the ωB97M-V functional and the def2-TZVPD basis) of a molecular structure, C5H6O4Tm in a non-equilibrium geometry.

CARTESIAN COORDINATES (ANGSTROEM)
Tm: -0.25 2.63 -0.66
O: -1.90 1.72 0.63
O: 1.82 2.00 -1.01
O: 0.71 0.28 -0.50
O: 2.97 0.05 -0.72
C: -1.82 -0.61 1.39
C: -2.07 0.65 1.13
C: 1.98 0.69 -0.70
C: -0.84 -1.51 -0.42
C: 0.44 -1.04 0.00
H: -1.00 -2.56 -0.16
H: 1.30 -1.69 -0.15
H: -1.36 -1.08 -1.28
H: -2.33 -1.09 2.22
H: 2.63 2.46 -1.27
H: -0.29 -0.89 1.50

Output
- gap between HOMO and LUMO (alpha / beta) (eV) = 7.70 / 5.25
- net charge = +3
- 2S+1 = 3
- expectation value of S² = 2.018
- HOMO level (alpha / beta) (eV) = -22.01 / -21.15

***

The following is a DFT calculation (the ωB97M-V functional and the def2-TZVPD basis) of a molecular structure, C3H2Cl2O in a non-equilibrium geometry.

CARTESIAN COORDINATES (ANGSTROEM)
Cl: -1.21 0.43 2.38
Cl: -0.23 -2.32 -0.12
O: 0.08 1.29 0.15
C: -0.34 -0.71 0.00
C: -0.41 0.23 0.95
C: 0.49 0.27 -0.79
H: 0.08 0.63 -1.75
H: 1.55 0.19 -0.82

Output
- gap between HOMO and LUMO (eV) = 9.53
- 2S+1 = 1
- HOMO level (eV) = -8.88

***

The following is a DFT calculation (the ωB97M-V functional and the def2-TZVPD basis) of 2 unconnected molecules or ions with the total composition C4H12N2O2 in a non-equilibrium geometry.

CARTESIAN COORDINATES (ANGSTROEM)
O: -0.52 2.06 -1.29
O: -0.54 -2.49 3.13
N: -0.90 -0.77 -0.63
N: 1.57 1.44 -2.25
C: -1.85 -0.05 0.15
C: 1.23 0.23 0.59
C: 0.35 1.29 -1.53
C: 0.34 -0.04 -0.73
H: 1.11 -0.86 -1.17
H: 0.57 0.33 1.38
H: -1.44 0.74 0.85
H: 1.85 -0.70 0.62
H: -0.90 -1.59 3.51
H: 1.60 0.80 -3.02
H: -0.96 -1.80 -0.48
H: -2.64 -0.55 0.65
H: -2.49 0.51 -0.52
H: 0.32 -2.08 2.86
H: 1.54 2.43 -2.58
H: 1.76 1.10 0.46

Output
- gap between HOMO and LUMO (eV) = 9.15
- 2S+1 = 1
- HOMO level (eV) = -8.42